{"formula": "C21H29Cl39FNO2S", "method": "wB97M-V/def2-TZVPD", "elements": ["C", "C", "C", "N", "C", "C", "C", "C", "C", "S", "O", "O", "F", "H", "H", "H", "H", "H", "H", "H", "H", "H", "H", "H", "H", "H", "H", "H", "H", "C", "Cl", "Cl", "Cl", "H", "C", "Cl", "Cl", "Cl", "H", "C", "Cl", "Cl", "Cl", "H", "C", "Cl", "Cl", "Cl", "H", "C", "Cl", "Cl", "Cl", "H", "C", "Cl", "Cl", "Cl", "H", "C", "Cl", "Cl", "Cl", "H", "C", "Cl", "Cl", "Cl", "H", "C", "Cl", "Cl", "Cl", "H", "C", "Cl", "Cl", "Cl", "H", "C", "Cl", "Cl", "Cl", "H", "C", "Cl", "Cl", "Cl", "H", "C", "Cl", "Cl", "Cl", "H"], "coordinates": [[3.0504, 1.1502, -1.1245], [3.0784, -0.3094, -1.4969], [1.9164, -1.2843, -0.7917], [0.7896, -1.5392, -1.7668], [-0.2014, -2.5695, -1.2752], [-0.3409, -2.6879, 0.3533], [-1.7075, -2.1033, -1.8308], [-2.0913, -0.5540, -1.4436], [-1.5602, 0.5667, -2.5412], [1.3997, -1.9788, -3.3723], [0.3895, -2.9086, -4.1515], [1.5647, -0.7176, -4.3075], [2.8705, -2.9176, -3.2854], [2.2533, 1.8688, -1.6317], [3.8052, 1.4970, -0.2824], [3.8430, -0.7719, -2.2843], [1.5837, -0.6786, 0.1818], [2.5085, -2.2784, -0.4981], [-0.0359, -3.6558, -1.6878], [0.6352, -3.1741, 0.8385], [-1.2234, -3.4448, 0.6020], [-0.5871, -1.6826, 0.9068], [-2.4755, -2.8041, -1.2486], [-1.8659, -2.3343, -2.9693], [-1.7902, -0.2604, -0.3348], [-3.2822, -0.4871, -1.4831], [-2.3410, 1.4022, -2.7880], [-0.6239, 1.1063, -2.0459], [-1.1506, -0.0196, -3.4674], [-0.4919, 2.0855, 2.1803], [0.7092, 1.7552, 0.9202], [-2.0745, 1.4376, 1.7164], [0.0292, 1.4037, 3.7305], [-0.5830, 3.1688, 2.2937], [-0.1551, 5.6565, 0.4387], [-1.0962, 5.4209, -1.0440], [-1.1096, 5.2010, 1.8603], [1.3500, 4.7237, 0.3750], [0.0998, 6.7163, 0.5201], [6.5226, -0.2607, -3.8383], [6.3751, 0.6897, -5.3264], [6.3953, 0.7875, -2.4154], [5.2889, -1.5316, -3.7870], [7.5069, -0.7358, -3.8291], [-4.1902, 6.2297, 4.4462], [-4.2935, 6.8780, 2.8004], [-3.4411, 4.6239, 4.4364], [-3.2822, 7.3333, 5.4937], [-5.2041, 6.1343, 4.8430], [5.3319, -4.4700, -1.0416], [7.0426, -4.4996, -1.5024], [4.9862, -5.7364, 0.1484], [4.8873, -2.8781, -0.4029], [4.7314, -4.6629, -1.9342], [-5.4963, -2.1121, -3.0152], [-4.1623, -1.5175, -4.0184], [-5.0601, -3.6479, -2.2467], [-5.9396, -0.9086, -1.7926], [-6.3622, -2.2833, -3.6598], [-4.3574, -7.4720, -3.1732], [-4.5049, -6.5216, -4.6613], [-4.4847, -6.4238, -1.7503], [-5.5911, -8.7429, -3.1219], [-3.3731, -7.9470, -3.1640], [-7.2702, 4.3574, 6.9556], [-7.3735, 5.0057, 5.3098], [-6.5211, 2.7517, 6.9458], [-6.3622, 5.4611, 8.0031], [-8.2841, 4.2620, 7.3525], [-4.6542, 2.4289, 10.1865], [-4.1524, 4.0326, 10.7484], [-3.2468, 1.4785, 9.6807], [-5.5555, 1.5796, 11.4537], [-5.3118, 2.5567, 9.3229], [1.7062, 9.5766, 0.4837], [2.9073, 9.2462, -0.7763], [0.1236, 8.9287, 0.0198], [2.2273, 8.8947, 2.0339], [1.6150, 10.6598, 0.5972], [2.0102, 2.0963, 7.6360], [1.2441, 0.6226, 7.0187], [3.7163, 2.1560, 7.1617], [1.1522, 3.5336, 7.0549], [1.9565, 2.0810, 8.7276], [7.9519, -6.0941, -5.2074], [9.6626, -6.1237, -5.6683], [7.6062, -7.3605, -4.0174], [7.5073, -4.5022, -4.5687], [7.3514, -6.2870, -6.1000], [1.1062, -5.0177, -7.1093], [2.3073, -5.3480, -8.3694], [-0.4764, -5.6656, -7.5732], [1.6273, -5.6995, -5.5591], [1.0150, -3.9344, -6.9958]], "charge": 0}

{"formula": "C21H29ClN2O2", "method": "wB97M-V/def2-TZVPD", "elements": ["O", "C", "N", "H", "C", "C", "C", "C", "C", "H", "C", "H", "H", "C", "H", "H", "C", "H", "H", "H", "H", "H", "H", "H", "H", "H", "H", "C", "C", "N", "C", "O", "C", "C", "H", "H", "H", "H", "C", "C", "C", "C", "C", "C", "C", "H", "H", "Cl", "H", "H", "H", "H", "H", "H", "H"], "coordinates": [[-0.3506, -1.0050, -1.3251], [-0.0518, 0.1352, -1.6073], [1.0527, 0.4585, -2.3109], [1.2777, 1.4295, -2.4614], [2.0512, -0.5138, -2.6969], [3.3417, -0.3672, -1.8884], [3.1268, -0.6761, -0.4083], [4.4063, -0.5390, 0.4133], [5.4602, -1.6233, 0.1018], [6.2942, -1.1968, -0.4553], [5.9337, -2.1728, 1.4570], [5.4394, -3.1218, 1.6689], [7.0094, -2.3416, 1.4798], [5.4866, -1.1299, 2.4789], [5.4064, -1.5380, 3.4853], [6.1900, -0.2956, 2.4988], [4.1472, -0.6660, 1.9200], [3.8045, 0.2693, 2.3609], [3.3881, -1.4294, 2.0993], [5.0304, -2.4198, -0.5051], [4.8394, 0.4476, 0.2169], [2.3751, 0.0059, -0.0034], [2.7331, -1.6891, -0.3053], [3.7249, 0.6511, -1.9995], [4.0861, -1.0481, -2.3026], [2.2623, -0.3989, -3.7649], [1.6074, -1.4963, -2.5240], [-0.8856, 1.3537, -1.1896], [-2.3158, 0.8933, -0.8584], [-2.9344, 1.6762, 0.1850], [-2.2994, 1.8734, 1.3628], [-2.8241, 2.3997, 2.3250], [-0.8463, 1.4489, 1.3175], [-0.2317, 2.0118, 0.0387], [0.8476, 1.8443, 0.0327], [-0.4002, 3.0910, 0.0145], [-0.7776, 0.3591, 1.3165], [-0.3424, 1.8323, 2.2046], [-4.3369, 2.0169, 0.0477], [-5.2091, 0.7897, 0.0987], [-5.9331, 0.3672, -1.0070], [-6.7082, -0.7781, -0.9508], [-6.7502, -1.5099, 0.2238], [-6.0305, -1.1071, 1.3382], [-5.2648, 0.0408, 1.2692], [-4.7046, 0.3686, 2.1320], [-6.0741, -1.6854, 2.2476], [-7.7159, -2.9423, 0.3018], [-7.2733, -1.1021, -1.8106], [-5.9019, 0.9393, -1.9233], [-4.5722, 2.6787, 0.8865], [-4.4844, 2.5565, -0.8932], [-2.9439, 0.9537, -1.7486], [-2.2626, -0.1642, -0.5635], [-0.8971, 2.0655, -2.0200]], "charge": 0, "smiles": "O=C(NCCCC1CCCC1)[C@@H]1CCC(=O)N(Cc2ccc(Cl)cc2)C1", "e_above_lowest_kj_mol": 64.55}

{"formula": "C21H29ClN3O4S", "method": "wB97M-V/def2-TZVPD", "elements": ["C", "H", "H", "H", "C", "N", "C", "C", "H", "H", "H", "H", "H", "C", "C", "C", "N", "C", "O", "C", "C", "C", "C", "C", "C", "H", "H", "Cl", "S", "O", "O", "N", "H", "C", "C", "C", "C", "C", "C", "O", "C", "H", "H", "H", "H", "H", "H", "H", "H", "H", "H", "H", "H", "H", "H", "H", "H", "H", "H"], "coordinates": [[-2.9901, -3.5346, 4.2384], [-2.8033, -3.1854, 5.2497], [-2.0356, -3.8063, 3.7939], [-3.6208, -4.4158, 4.3083], [-3.6419, -2.4155, 3.4435], [-3.6903, -2.7147, 1.9884], [-4.5334, -3.8909, 1.6574], [-6.0126, -3.7217, 1.9684], [-6.4545, -2.8976, 1.4158], [-6.5299, -4.6305, 1.6736], [-6.1925, -3.5739, 3.0289], [-4.1365, -4.7410, 2.2127], [-4.4103, -4.1058, 0.5958], [-4.0183, -1.4927, 1.2176], [-3.9512, -1.6605, -0.3008], [-2.6387, -2.2702, -0.8184], [-1.4583, -1.5618, -0.3748], [-0.7536, -1.9426, 0.7040], [-1.1451, -2.8512, 1.4472], [0.5044, -1.2096, 0.9391], [0.6285, 0.1297, 0.5806], [1.8341, 0.7796, 0.7263], [2.9440, 0.1137, 1.2296], [2.8083, -1.2096, 1.6543], [1.6006, -1.8612, 1.5093], [1.4966, -2.8922, 1.8119], [3.6609, -1.7181, 2.0739], [4.4435, 0.9123, 1.3128], [1.8916, 2.4509, 0.0524], [2.7884, 3.2895, 0.7701], [0.5204, 2.8506, -0.0919], [2.5728, 2.0764, -1.4428], [-2.6705, -2.9495, 1.7266], [1.5938, 1.5550, -2.3223], [1.3469, 0.1954, -2.3499], [0.3099, -0.3091, -3.1229], [-0.4722, 0.5558, -3.8663], [-0.2211, 1.9189, -3.8638], [0.8144, 2.4359, -3.0944], [1.1670, 3.7370, -3.0101], [0.3994, 4.6977, -3.7029], [0.4372, 4.5335, -4.7838], [0.8522, 5.6585, -3.4665], [-0.6391, 4.6934, -3.3618], [-0.8411, 2.5706, -4.4578], [-1.2811, 0.1723, -4.4702], [0.1361, -1.3746, -3.1599], [1.9820, -0.4636, -1.7788], [3.0254, 2.9013, -1.8184], [-0.1966, 0.7169, 0.2075], [-1.0739, -0.8508, -0.9813], [-2.6587, -2.2564, -1.9090], [-2.5411, -3.3115, -0.4955], [-4.7771, -2.2724, -0.6636], [-4.0732, -0.6658, -0.7321], [-5.0149, -1.1479, 1.4998], [-3.3007, -0.7249, 1.5169], [-4.6512, -2.2119, 3.8039], [-3.0467, -1.5087, 3.5661]], "charge": 1, "smiles": "CC[NH+](CC)CCCNC(=O)c1ccc(Cl)c(S(=O)(=O)Nc2ccccc2OC)c1", "e_above_lowest_kj_mol": 0.00}

Number 1: frontier orbital gap 0.24039 Eh. Number 2: frontier orbital gap 0.34650 Eh. Number 3: frontier orbital gap 0.31185 Eh.